Run a
The following is a DFT calculation (the ωB97M-V functional and the def2-TZVPD basis) of the molecule C2H2O3.

Geometry as XYZ:
```
7
Properties=species:S:1:pos:R:3
O 1.91 0.05 -0.03
C 0.93 -0.53 0.05
C -0.54 -0.14 -0.12
O -1.62 -0.79 0.01
O -0.74 1.23 0.04
H 0.99 -1.58 0.23
H 0.24 1.66 0.03
```

Results
* net charge: 0
* frontier orbital gap: 9.780 eV
* SMILES: O=CC(=O)O

***

Run b
The following is a DFT calculation (the ωB97M-V functional and the def2-TZVPD basis) of a 2-piece molecular cluster, C2H2O3 overall.

Geometry as XYZ:
```
7
Properties=species:S:1:pos:R:3
C 0.29 0.34 -0.42
C -3.45 -0.30 -0.22
O 0.31 0.58 0.88
O -3.93 0.06 -1.18
O -2.95 -0.69 0.75
H -0.87 0.17 -0.63
H 1.27 0.65 1.17
```

Results
* net charge: 0
* frontier orbital gap: 9.579 eV

***

Run c
The following is a DFT calculation (the ωB97M-V functional and the def2-TZVPD basis) of the molecule C2H2O3.

Geometry as XYZ:
```
7
Properties=species:S:1:pos:R:3
O 2.00 0.38 -0.12
C 0.97 0.03 0.37
C -0.41 -0.06 -0.39
O -1.57 -0.38 0.29
O -1.25 0.96 -0.04
H 0.76 -0.55 1.39
H -0.50 -0.38 -1.49
```

Results
* net charge: 0
* frontier orbital gap: 10.686 eV
* SMILES: O=CC1OO1

***

Relative energies with respect to the most stable structure, expressed in eV: run a 0.000; run b 0.900; run c 3.245.